ORCA calculation (wB97M-V/def2-TZVPD) on a gas-phase ion, C9H17BrN3O4 (charge +1).

Last columns: bonded neighbours and bond lengths (Å).
CARTESIAN COORDINATES (ANGSTROEM)
1 C -2.23 0.09 2.80  C2 1.608, H18 1.147, H19 1.145, H20 1.150
2 C -2.25 -0.81 1.47  C1 1.608, Br3 1.997, C4 1.624, H21 1.156
3 Br -4.13 -1.14 0.87  C2 1.997
4 C -1.31 -0.25 0.27  C2 1.624, N5 1.507, H22 1.141, H23 1.158
5 N -0.70 -1.46 -0.39  C4 1.507, C6 1.465, H24 1.041
6 C 0.44 -1.12 -1.25  N5 1.465, N7 1.486, N13 1.339
7 N 0.26 -0.53 -2.60  C6 1.486, C8 1.494, H25 1.044
8 C 0.07 0.95 -2.54  N7 1.494, C9 1.624, H26 1.156, H27 1.141
9 C 1.40 1.76 -2.10  C8 1.624, C10 1.608, H28 1.141, H29 1.147
10 C 1.08 3.05 -1.20  C9 1.608, O11 1.254, O12 1.433
11 O 1.50 4.20 -1.48  C10 1.254
12 O 0.30 2.84 -0.01  C10 1.433, H30 0.992
13 N 1.67 -1.36 -0.78  C6 1.339, C14 1.492, H31 1.041
14 C 1.89 -2.00 0.55  N13 1.492, C15 1.601, H32 1.155, H33 1.156
15 C 1.65 -3.59 0.59  C14 1.601, O16 1.243, O17 1.439
16 O 2.19 -4.43 -0.15  C15 1.243
17 O 0.72 -4.08 1.58  C15 1.439, H34 0.991
18 H -3.30 0.43 3.05  C1 1.147
19 H -1.86 -0.56 3.67  C1 1.145
20 H -1.49 0.96 2.71  C1 1.150
21 H -1.82 -1.85 1.72  C2 1.156
22 H -0.53 0.51 0.63  C4 1.141
23 H -2.04 0.21 -0.50  C4 1.158
24 H -1.42 -2.00 -0.91  N5 1.041
25 H -0.60 -0.99 -2.98  N7 1.044
26 H -0.15 1.30 -3.63  C8 1.156
27 H -0.82 1.30 -1.92  C8 1.141
28 H 2.14 1.12 -1.51  C9 1.141
29 H 1.91 2.15 -3.05  C9 1.147
30 H -0.57 3.31 -0.14  O12 0.992
31 H 2.50 -1.12 -1.35  N13 1.041
32 H 1.31 -1.46 1.40  C14 1.155
33 H 3.00 -1.84 0.81  C14 1.156
34 H 0.57 -3.30 2.17  O17 0.991

Highest occupied orbital energy = -13.455 eV
Structure (SMILES) = C[C@@H](Br)CN/C(NCCC(=O)O)=[NH+]\CC(=O)O
E_tot = -3392.0364 Eh
Charge = +1